Record 1
Entry from the OMol25 dataset: a cluster of 2 separate species, C4H14NOS in total at a distorted geometry (ωB97M-V with the def2-TZVPD basis set).

The total energy is -688.7099 Ha. The strongest force on any atom is 3.5 eV Å⁻¹. The HOMO-LUMO gap is 9.131 eV. Its LUMO energy is -3.1 eV. The energy above the lowest of the compared OMol25 structures with the same formula, charge and spin is 1.437 eV. For the molar mass, the calculation gives 124.229 g/mol.

```
! wB97M-V def2-TZVPD RIJCOSX def2/J DEFGRID3
* xyz 1 1
C -0.83 0.86 -1.17
C 0.65 0.51 -1.62
C 1.67 -0.34 -0.69
S 1.09 -0.17 1.00
C 2.67 -0.51 1.78
N -1.56 -0.38 -0.73
H -0.77 1.65 -0.48
H -1.40 1.20 -2.06
H 1.18 1.42 -1.88
H 0.49 -0.16 -2.61
H 2.63 0.13 -0.91
H 1.54 -1.46 -0.86
H 2.38 -0.57 2.86
H 3.40 0.29 1.60
H 3.12 -1.46 1.44
H -2.08 -0.88 -1.44
H -0.74 -0.90 -0.49
H -2.18 -0.24 0.11
H -3.97 1.09 1.99
H -3.86 -0.37 2.33
O -3.43 0.31 1.83
*
```

Löwdin analysis output, partial charges in e: C -0.17; C -0.21; C -0.48; S 0.81; C -0.40; N 0.19; H 0.10; H 0.14; H 0.10; H 0.15; H 0.09; H 0.09; H 0.05; H 0.05; H 0.06; H 0.17; H 0.07; H 0.14; H 0.07; H 0.04; O -0.04

Record 2
Entry from the OMol25 dataset: the ion C5H12NO with charge +1 at a distorted geometry (ωB97M-V with the def2-TZVPD basis set).

The SMILES is CO[N@@+]1(C)C[C@H]1C. The total energy is -327.3125 Ha. The strongest force on any atom is 4.3 eV Å⁻¹. The HOMO-LUMO gap is 12.870 eV. Its LUMO energy is -2.7 eV. The energy above the lowest of the compared OMol25 structures with the same formula, charge and spin is 4.001 eV. For the molar mass, the calculation gives 102.157 g/mol.

```
! wB97M-V def2-TZVPD RIJCOSX def2/J DEFGRID3
* xyz 1 1
C 1.91 0.87 0.84
O 0.80 0.80 -0.05
N 0.11 -0.43 -0.07
C 0.77 -1.46 -0.82
C -0.88 -0.63 1.03
C -1.32 -0.05 -0.32
C -1.70 1.31 -0.67
H 2.41 1.63 0.42
H 2.51 -0.06 0.68
H 1.60 1.06 1.87
H 1.87 -1.29 -0.94
H 0.89 -2.37 -0.19
H 0.23 -1.75 -1.69
H -0.79 0.06 1.88
H -1.23 -1.60 1.33
H -1.79 -0.83 -0.87
H -0.96 1.91 -0.20
H -2.85 1.46 -0.43
H -1.58 1.39 -1.80
*
```

Löwdin analysis output, partial charges in e: C 0.02; O -0.12; N -0.21; C 0.05; C 0.07; C -0.22; C -0.02; H 0.06; H 0.11; H 0.11; H 0.13; H 0.13; H 0.10; H 0.15; H 0.13; H 0.15; H 0.07; H 0.16; H 0.13

Record 3
Entry from the OMol25 dataset: a structure of composition C3H5MnO4 at a distorted geometry (ωB97M-V with the def2-TZVPD basis set).

The total energy is -1569.1997 Ha. The strongest force on any atom is 2.9 eV Å⁻¹. The HOMO-LUMO gap (alpha / beta) is 7.507 / 9.262 eV. Its LUMO energy (alpha / beta) is 0.1 / -0.3 eV. The energy above the lowest of the compared OMol25 structures with the same formula, charge and spin is 0.839 eV. For the molar mass, the calculation gives 160.007 g/mol.

```
! wB97M-V def2-TZVPD RIJCOSX def2/J DEFGRID3
* xyz 0 7
O -0.53 -1.60 0.94
C -0.16 -0.79 0.07
C -0.83 1.57 0.37
O 0.25 0.69 0.63
O -1.05 -0.36 -0.92
C -1.84 0.69 -0.39
H -0.50 2.42 -0.25
H -1.26 1.95 1.31
H -2.33 1.21 -1.22
H -2.60 0.28 0.29
O 1.08 -1.09 -0.61
H 1.37 -1.96 -0.32
Mn 2.07 0.71 -0.13
*
```

Löwdin analysis output, partial charges in e: O 0.04; C -0.77; C -0.18; O -0.33; O -0.02; C -0.15; H 0.11; H 0.13; H 0.13; H 0.13; O -0.10; H 0.13; Mn 0.88

Record 4
Entry from the OMol25 dataset: a cluster of 2 separate species, C7H13IN3S in total at a distorted geometry (ωB97M-V with the def2-TZVPD basis set).

The total energy is -1134.2614 Ha. The strongest force on any atom is 4.7 eV Å⁻¹. The HOMO-LUMO gap (alpha / beta) is 3.881 / 3.725 eV. Its LUMO energy (alpha / beta) is -4.1 / -7.9 eV. For the molar mass, the calculation gives 298.173 g/mol.

```
! wB97M-V def2-TZVPD RIJCOSX def2/J DEFGRID3
* xyz 1 3
C -1.99 -1.49 0.92
C -1.62 -0.89 -0.40
C -3.81 -0.29 0.11
C 2.83 1.12 -1.44
C 3.00 0.36 1.48
C -0.62 -1.11 -1.25
C 1.85 1.62 -0.41
N -3.27 -0.94 1.23
N -2.81 -0.12 -0.78
N 2.01 1.22 0.89
S -5.29 0.44 0.09
I 0.16 2.82 -0.69
H -1.99 -2.67 0.77
H 3.81 1.09 -1.08
H 2.81 1.84 -2.24
H 2.37 0.21 -1.79
H 3.51 -0.17 0.67
H 3.81 0.86 1.92
H 2.63 -0.25 2.25
H 0.08 -1.92 -1.10
H -0.59 -0.83 -2.30
H -3.83 -1.35 1.93
H -3.07 0.05 -1.78
H -1.22 -1.26 1.61
H 1.25 1.66 1.37
*
```

Löwdin analysis output, partial charges in e: C -0.11; C -0.28; C -0.74; C -0.13; C -0.08; C 0.09; C -0.84; N 0.06; N 0.10; N -0.15; S 1.03; I 0.82; H 0.19; H 0.06; H 0.06; H 0.06; H 0.08; H 0.07; H 0.07; H 0.09; H 0.08; H 0.14; H 0.19; H 0.12; H 0.03

Record 5
Entry from the OMol25 dataset: a cluster of 5 separate species, C26H31NOSi in total (ωB97M-V with the def2-TZVPD basis set).

The SMILES is [H]/N=C\C[SiH2]O.c1ccccc1.c1ccccc1.c1ccccc1.c1ccccc1. The total energy is -1428.8273 Ha. The strongest force on any atom is 0.2 eV Å⁻¹. The HOMO-LUMO gap is 9.638 eV. Its LUMO energy is 0.4 eV. For the molar mass, the calculation gives 401.626 g/mol.

```
! wB97M-V def2-TZVPD RIJCOSX def2/J DEFGRID3
* xyz 0 1
H -0.15 -1.76 1.63
N 0.70 -1.32 1.99
C 1.74 -1.95 1.63
C 1.82 -3.20 0.80
Si 2.06 -4.70 1.91
O 3.03 -5.83 1.21
H 2.70 -1.56 1.98
H 2.72 -3.15 0.16
H 0.95 -3.30 0.15
H 0.78 -5.37 2.21
H 2.67 -4.21 3.17
H 3.96 -5.59 1.15
C 6.55 0.07 5.34
C 7.37 0.10 4.22
C 6.98 -0.57 3.06
C 5.78 -1.26 3.04
C 4.97 -1.30 4.16
C 5.35 -0.62 5.31
H 6.85 0.60 6.24
H 8.30 0.65 4.24
H 7.61 -0.54 2.18
H 5.48 -1.78 2.13
H 4.03 -1.84 4.14
H 4.72 -0.65 6.19
C -3.53 -4.07 2.64
C -2.40 -3.96 1.84
C -2.43 -3.18 0.69
C -3.60 -2.51 0.34
C -4.73 -2.62 1.14
C -4.69 -3.39 2.29
H -3.51 -4.68 3.54
H -1.50 -4.50 2.11
H -1.56 -3.11 0.06
H -3.62 -1.91 -0.56
H -5.63 -2.09 0.87
H -5.58 -3.48 2.91
C -1.88 2.68 -2.19
C -2.60 1.70 -1.53
C -1.98 0.92 -0.55
C -0.65 1.14 -0.23
C 0.07 2.12 -0.90
C -0.55 2.90 -1.87
H -2.36 3.28 -2.95
H -3.64 1.53 -1.77
H -2.54 0.16 -0.03
H -0.17 0.53 0.53
H 1.11 2.29 -0.65
H 0.01 3.67 -2.39
C -2.73 5.55 -4.68
C -1.94 5.89 -5.78
C -2.46 5.80 -7.06
C -3.77 5.39 -7.25
C -4.56 5.05 -6.16
C -4.04 5.14 -4.87
H -2.32 5.62 -3.68
H -0.92 6.21 -5.63
H -1.84 6.06 -7.91
H -4.18 5.32 -8.25
H -5.58 4.73 -6.31
H -4.65 4.88 -4.02
*
```

Löwdin analysis output, partial charges in e: H 0.03; N 0.10; C -0.34; C -0.28; Si 0.55; O -0.23; H 0.09; H 0.08; H 0.07; H -0.03; H -0.02; H 0.05; C -0.10; C -0.10; C -0.10; C -0.10; C -0.10; C -0.09; H 0.10; H 0.10; H 0.10; H 0.09; H 0.09; H 0.10; C -0.09; C -0.09; C -0.11; C -0.10; C -0.09; C -0.09; H 0.10; H 0.07; H 0.09; H 0.10; H 0.10; H 0.10; C -0.09; C -0.09; C -0.09; C -0.09; C -0.09; C -0.10; H 0.08; H 0.10; H 0.08; H 0.07; H 0.10; H 0.10; C -0.11; C -0.09; C -0.10; C -0.10; C -0.10; C -0.10; H 0.10; H 0.10; H 0.10; H 0.10; H 0.10; H 0.10

Record 6
Entry from the OMol25 dataset: a cluster of 3 separate species, C25H48F3NO2P in total at a distorted geometry (ωB97M-V with the def2-TZVPD basis set).

The total energy is -1827.0740 Ha. The strongest force on any atom is 6.1 eV Å⁻¹. The HOMO-LUMO gap is 7.617 eV. Its LUMO energy is -4.8 eV. For the molar mass, the calculation gives 482.632 g/mol.

```
! wB97M-V def2-TZVPD RIJCOSX def2/J DEFGRID3
* xyz 1 1
C 0.15 -0.60 5.80
C -0.07 -0.20 4.57
C -0.52 0.20 3.09
C -1.52 -0.85 2.36
C -1.61 -2.30 3.04
C -0.40 -3.30 2.69
N -0.80 -4.42 2.05
C 0.33 -5.37 1.77
C 0.71 -5.74 0.26
F 1.61 -4.82 -0.37
F 1.32 -7.05 0.22
F -0.49 -5.86 -0.56
C 1.46 -4.84 2.79
P 1.57 -5.91 4.36
O 1.40 -4.98 5.60
C 1.19 -3.24 2.99
O 1.81 -2.32 2.07
C 3.26 -2.34 2.15
C 3.91 -1.29 3.19
C 3.15 0.13 3.28
H 0.31 -1.09 6.83
H -1.09 1.21 3.17
H 0.36 0.41 2.37
H -2.58 -0.41 2.27
H -1.10 -1.02 1.28
H -1.80 -2.28 4.19
H -2.57 -2.80 2.60
H -1.77 -4.66 1.76
H -0.03 -6.38 2.22
H 2.43 -5.06 2.18
H 0.49 -6.85 4.39
H 2.82 -6.60 4.40
H 1.25 -2.87 4.09
H 3.73 -3.37 2.37
H 3.66 -2.04 1.10
H 4.03 -1.71 4.26
H 4.98 -1.06 2.80
H 2.48 0.26 2.36
H 3.91 1.02 3.25
H 2.61 0.23 4.29
C -1.64 6.26 -0.50
C -2.59 5.24 -1.10
C -3.25 4.35 -0.05
C -2.29 3.47 0.76
C -1.42 2.53 -0.07
C -2.22 1.51 -0.86
H -0.80 5.78 0.02
H -1.22 6.89 -1.29
H -2.16 6.92 0.21
H -2.07 4.63 -1.84
H -3.38 5.78 -1.64
H -4.00 3.72 -0.54
H -3.82 4.98 0.65
H -2.88 2.88 1.47
H -1.64 4.11 1.37
H -0.74 2.00 0.61
H -0.78 3.10 -0.75
H -2.83 0.89 -0.18
H -1.55 0.84 -1.41
H -2.88 1.98 -1.58
C 0.00 1.57 -7.77
C 0.89 0.99 -6.68
C 0.09 0.46 -5.48
C -0.71 1.52 -4.72
C 0.10 2.70 -4.18
C 1.14 2.28 -3.15
H -0.57 2.43 -7.41
H 0.61 1.90 -8.61
H -0.71 0.82 -8.14
H 1.62 1.73 -6.36
H 1.46 0.16 -7.11
H 0.79 -0.03 -4.79
H -0.59 -0.32 -5.82
H -1.23 1.02 -3.88
H -1.51 1.91 -5.37
H -0.59 3.40 -3.70
H 0.58 3.24 -5.00
H 0.68 1.78 -2.30
H 1.67 3.16 -2.78
H 1.89 1.61 -3.58
*
```

Löwdin analysis output, partial charges in e: C 0.09; C -0.12; C -0.18; C -0.17; C -0.10; C 0.03; N 0.16; C -0.16; C -0.29; F 0.08; F 0.06; F 0.06; C -0.26; P 0.80; O -0.48; C -0.18; O -0.13; C -0.19; C -0.20; C -0.11; H 0.08; H 0.12; H 0.09; H 0.13; H 0.13; H 0.15; H 0.13; H 0.20; H 0.15; H 0.14; H 0.03; H 0.04; H 0.16; H 0.12; H 0.15; H 0.11; H 0.12; H 0.06; H 0.09; H 0.06; C -0.11; C -0.27; C -0.22; C -0.23; C -0.27; C -0.11; H 0.07; H 0.07; H 0.08; H 0.09; H 0.11; H 0.10; H 0.11; H 0.10; H 0.10; H 0.09; H 0.09; H 0.06; H 0.06; H 0.08; C -0.11; C -0.27; C -0.23; C -0.23; C -0.26; C -0.11; H 0.07; H 0.07; H 0.08; H 0.10; H 0.11; H 0.10; H 0.11; H 0.09; H 0.10; H 0.09; H 0.10; H 0.05; H 0.07; H 0.07

Record 7
Entry from the OMol25 dataset: a structure of composition C43H36F4N3PY (ωB97M-V with the def2-TZVPD basis set).

The total energy is -2603.4745 Ha. The strongest force on any atom is 0.5 eV Å⁻¹. The HOMO-LUMO gap is 7.513 eV. Its LUMO energy is -2.8 eV. The energy above the lowest of the compared OMol25 structures with the same formula, charge and spin is 0.362 eV. For the molar mass, the calculation gives 790.654 g/mol.

```
! wB97M-V def2-TZVPD RIJCOSX def2/J DEFGRID3
* xyz 1 1
Y -0.03 -0.54 0.32
C -0.33 -2.37 -2.77
N -0.46 -2.56 -1.32
C 0.29 -3.77 -0.93
C -1.90 -2.71 -1.00
C -2.16 -2.99 0.47
N -1.25 -2.17 1.24
C -1.08 -2.45 2.57
C 0.21 -2.29 3.09
F 1.19 -1.93 2.19
C 0.53 -2.47 4.42
F 1.79 -2.29 4.82
C -0.45 -2.85 5.32
C -1.73 -3.04 4.83
F -2.71 -3.38 5.67
C -2.05 -2.84 3.50
F -3.32 -2.99 3.10
H -0.69 -3.25 -3.32
H 0.71 -2.21 -3.03
H -0.92 -1.51 -3.08
H -0.12 -4.66 -1.42
H 0.26 -3.90 0.14
H 1.33 -3.65 -1.25
H -2.35 -3.49 -1.62
H -2.39 -1.77 -1.30
H -2.03 -4.06 0.68
H -3.22 -2.76 0.67
H -0.22 -3.00 6.36
C 3.62 1.83 2.28
C 3.01 2.30 3.43
C 1.68 2.01 3.66
C 0.96 1.25 2.73
C 1.55 0.76 1.54
C 2.90 1.07 1.37
C -0.48 0.99 2.98
C -1.01 0.96 4.30
C -2.33 0.67 4.49
C -3.18 0.46 3.38
C -4.55 0.17 3.50
C -5.32 -0.04 2.38
C -4.73 0.05 1.10
C -3.40 0.33 0.96
C -2.59 0.52 2.10
N -1.25 0.75 1.93
H 4.67 2.05 2.10
H 3.56 2.90 4.15
H 1.20 2.40 4.55
H 3.43 0.74 0.48
H -0.35 1.10 5.15
H -2.74 0.61 5.49
H -4.99 0.11 4.48
H -6.37 -0.27 2.48
H -5.35 -0.10 0.22
H -2.96 0.44 -0.03
C -1.60 2.08 -6.06
C -1.02 0.82 -5.98
C -0.30 0.46 -4.85
C -0.14 1.37 -3.79
C -0.72 2.63 -3.90
C -1.44 2.98 -5.03
P 0.71 0.88 -2.26
C 2.25 0.07 -2.77
C 2.86 -0.77 -1.83
C 4.04 -1.43 -2.12
C 4.63 -1.26 -3.37
C 4.04 -0.42 -4.31
C 2.85 0.24 -4.01
C 1.22 2.42 -1.46
C 2.47 3.00 -1.65
C 2.84 4.11 -0.92
C 1.96 4.67 0.00
C 0.70 4.12 0.18
C 0.34 2.99 -0.54
H -2.16 2.36 -6.95
H -1.12 0.11 -6.79
H 0.17 -0.52 -4.80
H -0.59 3.35 -3.10
H -1.88 3.97 -5.10
H 2.44 -0.89 -0.84
H 4.50 -2.07 -1.38
H 5.55 -1.78 -3.61
H 4.50 -0.29 -5.28
H 2.40 0.89 -4.75
H 3.17 2.56 -2.35
H 3.82 4.55 -1.06
H 2.25 5.54 0.58
H 0.01 4.54 0.90
H -0.65 2.55 -0.37
*
```

Löwdin analysis output, partial charges in e: Y 1.49; C -0.11; N -0.34; C -0.07; C -0.20; C -0.23; N -0.15; C -0.20; C -0.14; F 0.02; C -0.22; F 0.11; C 0.08; C -0.21; F 0.11; C -0.15; F 0.10; H 0.10; H 0.08; H 0.06; H 0.10; H 0.08; H 0.09; H 0.13; H 0.11; H 0.13; H 0.11; H 0.14; C -0.08; C -0.07; C -0.04; C -0.23; C -0.20; C -0.13; C -0.21; C 0.01; C 0.03; C -0.15; C -0.01; C -0.06; C -0.06; C -0.04; C -0.23; N 0.04; H 0.11; H 0.11; H 0.11; H 0.07; H 0.12; H 0.13; H 0.12; H 0.11; H 0.11; H 0.10; C -0.07; C -0.07; C -0.12; C -0.36; C -0.08; C -0.06; P 1.04; C -0.39; C -0.13; C -0.06; C -0.06; C -0.05; C -0.08; C -0.40; C -0.07; C -0.06; C -0.06; C -0.06; C -0.14; H 0.11; H 0.11; H 0.09; H 0.10; H 0.11; H 0.06; H 0.12; H 0.11; H 0.11; H 0.11; H 0.11; H 0.11; H 0.11; H 0.11; H 0.09

Record 8
Entry from the OMol25 dataset: a structure of composition C33H35F6N3O7P5STeV at a distorted geometry (ωB97M-V with the def2-TZVPD basis set).

The total energy is -5885.8946 Ha. The strongest force on any atom is 7.2 eV Å⁻¹. The HOMO-LUMO gap (alpha / beta) is 6.931 / 6.128 eV. Its LUMO energy (alpha / beta) is -3.3 / -4.3 eV. The energy above the lowest of the compared OMol25 structures with the same formula, charge and spin is 3.090 eV. For the molar mass, the calculation gives 1065.126 g/mol.

```
! wB97M-V def2-TZVPD RIJCOSX def2/J DEFGRID3
* xyz 1 4
V -0.08 -0.39 0.13
C 3.58 1.46 2.96
C 2.94 0.33 2.16
O 3.61 -0.91 2.29
P 1.24 -0.03 2.72
O 0.58 1.39 2.46
O 1.23 -0.14 4.30
O 0.63 -1.22 2.07
P 2.83 0.72 0.35
O 2.86 2.31 0.18
O 3.91 0.05 -0.38
O 1.37 0.37 -0.07
H 3.65 1.17 4.00
H 2.97 2.36 2.87
H 4.58 1.67 2.59
H 4.42 -0.87 1.77
H -0.20 1.57 3.00
H 1.07 -1.04 4.61
H 3.75 2.63 0.00
Te -0.45 3.01 -3.81
C -2.27 4.15 -3.98
C -3.29 3.62 -4.77
C -4.49 4.31 -4.82
N -4.71 5.45 -4.17
C -3.73 5.95 -3.44
C -2.48 5.35 -3.32
C -1.05 2.10 -2.01
P -0.77 0.32 -2.00
C -2.28 -0.46 -2.64
C -2.37 -1.86 -2.66
C -3.53 -2.46 -3.14
C -4.59 -1.68 -3.58
C -4.51 -0.30 -3.54
C -3.35 0.31 -3.07
C 0.44 0.05 -3.35
C 1.73 0.57 -3.21
C 2.64 0.49 -4.25
C 2.27 -0.09 -5.46
C 0.99 -0.60 -5.61
C 0.07 -0.54 -4.56
P -0.96 2.86 -0.38
C -0.42 4.60 -0.62
C 0.88 4.83 -1.08
C 1.38 6.12 -1.16
C 0.59 7.19 -0.76
C -0.69 6.97 -0.30
C -1.20 5.68 -0.22
C -2.70 3.13 0.13
C -3.74 3.24 -0.78
C -5.04 3.36 -0.34
C -5.32 3.39 1.02
C -4.28 3.34 1.94
C -2.98 3.20 1.50
H -3.16 2.70 -5.31
H -5.32 3.93 -5.42
H -3.94 6.88 -2.93
H -1.70 5.80 -2.72
H -1.55 -2.46 -2.30
H -3.60 -3.54 -3.17
H -5.49 -2.16 -3.93
H -5.34 0.31 -3.86
H -3.28 1.39 -3.02
H 2.02 1.03 -2.28
H 3.63 0.90 -4.13
H 2.97 -0.14 -6.27
H 0.69 -1.04 -6.55
H -0.92 -0.94 -4.69
H 1.52 3.99 -1.34
H 2.39 6.29 -1.51
H 0.99 8.20 -0.80
H -1.31 7.80 0.01
H -2.20 5.52 0.14
H -3.52 3.24 -1.84
H -5.85 3.42 -1.06
H -6.34 3.45 1.37
H -4.49 3.39 3.00
H -2.16 3.15 2.21
F -1.46 -1.48 0.41
P -2.85 -0.84 1.26
F -1.78 0.16 2.05
F -4.07 -0.17 1.99
F -2.86 0.26 0.07
F -2.59 -1.94 2.36
F -3.74 -1.80 0.39
N 3.15 -3.02 0.02
C 2.47 -2.64 -1.06
N 3.14 -2.23 -2.14
S 0.78 -2.81 -1.12
H 4.15 -2.91 0.08
H 2.64 -3.30 0.83
H 4.09 -1.91 -2.05
H 2.59 -1.83 -2.88
*
```

Löwdin analysis output, partial charges in e: V 0.74; C -0.04; C -0.57; O -0.05; P 0.49; O -0.12; O -0.05; O -0.28; P 0.44; O -0.10; O -0.25; O -0.48; H 0.10; H 0.09; H 0.10; H 0.09; H 0.11; H 0.12; H 0.11; Te 1.42; C -0.51; C -0.14; C -0.14; N 0.07; C -0.13; C -0.11; C -0.83; P 0.89; C -0.37; C -0.11; C -0.06; C -0.06; C -0.05; C -0.08; C -0.44; C -0.18; C -0.08; C -0.06; C -0.05; C -0.08; P 1.02; C -0.39; C -0.15; C -0.07; C -0.07; C -0.07; C -0.10; C -0.41; C -0.09; C -0.05; C -0.06; C -0.07; C -0.12; H 0.09; H 0.11; H 0.11; H 0.08; H 0.05; H 0.11; H 0.11; H 0.11; H 0.07; H 0.08; H 0.12; H 0.11; H 0.11; H 0.11; H 0.07; H 0.11; H 0.11; H 0.11; H 0.10; H 0.07; H 0.11; H 0.11; H 0.11; H 0.10; F -0.33; P 0.23; F -0.18; F -0.07; F -0.15; F -0.08; F -0.07; N 0.14; C -0.89; N 0.14; S 0.74; H 0.12; H 0.11; H 0.12; H 0.08

Q: strongest force on any atom of number 5 (C26H31NOSi)?
A: 0.2 eV Å⁻¹